a | Below is a 2-piece molecular cluster, C2H6N6O overall, with properties calculated with the ωB97M-V functional and the def2-TZVPD basis.

Properties
- total charge = 0
- HOMO level (eV) = -8.5621
- 2S+1 = 1
- gap between HOMO and LUMO (eV) = 8.9

The geometry in XYZ format:
```
15
Properties=species:S:1:pos:R:3:lowdin_charge:R:1
H 1.074 3.154 -0.030 0.00
N 1.649 2.930 -0.788 0.11
C 1.445 1.688 -0.960 -0.48
N 2.094 0.931 -1.927 0.06
N 1.552 -0.285 -1.927 -0.05
N 0.585 -0.376 -1.178 0.05
N 0.463 0.841 -0.517 -0.15
N -0.399 1.115 0.519 0.11
H 3.127 1.065 -2.148 0.19
H -1.294 0.952 0.161 0.07
H -0.287 0.584 1.381 0.08
C -1.228 -2.670 1.102 -0.07
O -1.259 -1.562 1.651 -0.05
H -1.593 -3.496 1.642 0.06
H -1.073 -2.635 0.052 0.06
```

b | Below is one molecule with the formula C2H6N6O, with properties calculated with the ωB97M-V functional and the def2-TZVPD basis.

Properties
- total charge = 0
- HOMO level (eV) = -8.0321
- 2S+1 = 1
- gap between HOMO and LUMO (eV) = 8.3

The geometry in XYZ format:
```
15
Properties=species:S:1:pos:R:3:lowdin_charge:R:1
H -1.633 1.276 0.517 0.04
N -1.218 2.044 -0.029 0.07
N -0.046 1.900 -0.301 -0.06
N 0.626 0.771 0.025 -0.13
N 2.086 0.793 0.035 0.00
N 2.375 -0.583 0.384 -0.12
N 1.265 -1.386 0.337 0.06
C 0.197 -0.558 0.117 -0.22
C -1.185 -1.017 -0.375 -0.17
O -2.161 -0.842 0.695 -0.11
H 2.324 0.969 -1.083 0.17
H 2.901 -0.560 1.260 0.12
H -1.156 -2.113 -0.587 0.13
H -1.485 -0.337 -1.210 0.12
H -2.891 -0.357 0.215 0.11
```

Energies in eV, measured from the most stable structure: a 0.000; b 2.351.

a | Below is an isolated ion of composition C8H14N and charge +1, with properties calculated with the ωB97M-V functional and the def2-TZVPD basis.

Properties
- total charge = +1
- HOMO level (eV) = -13.1801
- 2S+1 = 1
- gap between HOMO and LUMO (eV) = 9.9

The geometry in XYZ format:
```
23
Properties=species:S:1:pos:R:3:lowdin_charge:R:1
C -0.020 -3.291 -1.921 0.02
C -0.274 -2.117 -1.181 -0.02
C -1.117 -1.297 -0.532 -0.09
C -2.468 -0.927 0.025 0.02
N 0.153 -0.904 -0.590 0.08
C 0.944 0.025 -0.227 0.01
C 0.516 1.063 0.728 -0.40
C 1.416 1.387 1.928 -0.06
C 0.418 2.434 -0.067 -0.08
H 1.050 -3.564 -1.857 0.12
H 0.088 -3.013 -2.942 0.10
H -0.728 -4.105 -1.905 0.11
H -2.879 -0.320 -0.857 0.12
H -2.458 -0.380 1.011 0.10
H -3.103 -1.906 0.199 0.14
H 1.934 0.121 -0.488 0.13
H -0.528 1.055 1.068 0.12
H 2.416 1.733 1.596 0.10
H 1.695 0.494 2.359 0.04
H 0.809 2.202 2.495 0.13
H -0.585 2.538 -0.687 0.11
H 1.395 2.532 -0.588 0.08
H 0.395 3.400 0.620 0.12
```

b | Below is a 2-piece molecular cluster, C8H14N overall, with properties calculated with the ωB97M-V functional and the def2-TZVPD basis.

Properties
- total charge = +1
- HOMO level (eV) = -14.7902
- 2S+1 = 1
- gap between HOMO and LUMO (eV) = 9.6

The geometry in XYZ format:
```
23
Properties=species:S:1:pos:R:3:lowdin_charge:R:1
C -3.032 0.549 -1.660 -0.20
C 0.578 -0.878 0.812 -0.03
C 0.360 -1.494 -0.261 0.05
C -4.193 1.106 -2.282 -0.05
C -0.211 -1.996 -1.413 -0.05
C 2.884 -0.261 1.380 -0.06
C 1.083 1.485 0.657 -0.04
C 1.424 0.204 1.433 -0.38
N -2.068 0.070 -1.228 0.15
H 0.142 -1.666 1.565 0.23
H -4.162 0.730 -3.339 0.12
H -4.266 2.158 -2.602 0.11
H -5.066 0.797 -1.827 0.06
H -1.153 -2.616 -1.030 0.19
H 0.503 -2.675 -1.944 0.12
H -0.640 -1.107 -1.944 0.08
H 2.939 -1.184 1.952 0.08
H 3.753 0.437 1.702 0.12
H 3.169 -0.497 0.295 0.11
H 0.980 2.232 1.421 0.08
H 0.176 1.540 0.073 0.07
H 1.982 1.798 0.140 0.09
H 0.992 0.315 2.427 0.14
```

Energies in eV, measured from the most stable structure: a 0.514; b 0.000.

a | Below is one molecule with the formula C10H12O2, with properties calculated with the ωB97M-V functional and the def2-TZVPD basis.

Properties
- total charge = 0
- HOMO level (eV) = -8.8660
- 2S+1 = 1
- gap between HOMO and LUMO (eV) = 9.7

The geometry in XYZ format:
```
24
Properties=species:S:1:pos:R:3:lowdin_charge:R:1
C 0.260 -0.631 0.320 -0.12
C 3.487 0.107 0.157 -0.17
C 1.418 -1.149 0.030 -0.07
C -2.005 -0.736 1.121 -0.08
C -1.553 -0.747 -1.259 -0.07
C -1.008 -1.412 0.100 -0.20
C -1.704 0.708 0.728 -0.17
C -1.393 0.664 -0.771 -0.15
C -0.275 0.791 0.324 -0.30
C 0.482 2.074 0.561 0.01
O 2.650 -0.684 -0.410 -0.03
O 4.584 0.158 -0.603 0.02
H 1.454 -2.257 0.063 0.14
H -3.062 -1.094 0.839 0.14
H -1.794 -0.954 2.190 0.12
H -0.743 -1.102 -1.961 0.14
H -2.566 -0.807 -1.537 0.10
H -0.904 -2.450 0.012 0.12
H -2.243 1.554 1.077 0.14
H -1.529 1.477 -1.438 0.13
H -0.162 2.741 0.034 0.08
H 1.418 2.038 0.113 0.04
H 0.631 2.275 1.608 0.09
H 4.557 -0.566 -1.298 0.13
```

b | Below is a 2-piece molecular cluster, C10H12O2 overall, with properties calculated with the ωB97M-V functional and the def2-TZVPD basis.

Properties
- total charge = 0
- HOMO level (alpha / beta) (eV) = -6.4251 / -8.0259
- 2S+1 = 1
- gap between HOMO and LUMO (alpha / beta) (eV) = 6.3 / 8.2

The geometry in XYZ format:
```
24
Properties=species:S:1:pos:R:3:lowdin_charge:R:1
C -2.954 -0.741 -0.186 -0.10
C -2.551 -0.353 1.086 -0.09
C -2.172 -0.309 -1.289 -0.11
C -1.348 0.363 1.280 -0.04
C -1.112 0.466 -1.084 -0.08
C -0.582 0.748 0.180 -0.25
C 2.812 -0.339 -0.987 -0.08
C 1.999 -0.746 -0.078 -0.22
C 1.251 -1.944 0.269 -0.12
C 0.402 1.738 0.389 -0.35
O 1.054 2.192 -0.702 0.02
O 0.916 2.132 1.624 0.06
H -3.737 -1.545 -0.279 0.11
H -3.170 -0.600 1.972 0.11
H -2.626 -0.235 -2.311 0.12
H -1.046 0.630 2.257 0.10
H -0.414 0.831 -1.913 0.14
H 3.272 0.718 -1.066 0.07
H 3.316 -1.178 -1.781 0.12
H 0.143 -1.528 0.538 0.11
H 1.703 -2.317 1.275 0.10
H 1.439 -2.688 -0.542 0.09
H 1.708 3.003 -0.571 0.19
H 1.697 1.701 1.918 0.09
```

Energies in eV, measured from the most stable structure: a 0.000; b 1.588.

a | Below is C2HNO as an isolated structure, with properties calculated with the ωB97M-V functional and the def2-TZVPD basis.

Properties
- total charge = 0
- HOMO level (eV) = -11.3525
- 2S+1 = 1
- gap between HOMO and LUMO (eV) = 10.4

The geometry in XYZ format:
```
5
Properties=species:S:1:pos:R:3:lowdin_charge:R:1
O 1.097 -0.923 -1.196 0.17
C 0.778 -0.490 -0.163 -0.07
C -0.845 0.539 0.205 -0.18
N -1.846 1.137 0.283 0.02
H 0.816 -0.262 0.871 0.07
```

b | Below is one molecule with the formula C2HNO, with properties calculated with the ωB97M-V functional and the def2-TZVPD basis.

Properties
- total charge = 0
- HOMO level (eV) = -11.8876
- 2S+1 = 1
- gap between HOMO and LUMO (eV) = 11.2

The geometry in XYZ format:
```
5
Properties=species:S:1:pos:R:3:lowdin_charge:R:1
N -2.003 -0.466 -0.033 0.13
C -0.901 -0.202 0.102 -0.13
C 0.656 0.153 0.022 -0.20
O 1.489 -0.701 0.003 0.10
H 0.759 1.215 -0.093 0.10
```

Energies in eV, measured from the most stable structure: a 1.859; b 0.000.

a | Below is an isolated ion of composition C2H9N2 and charge +1, with properties calculated with the ωB97M-V functional and the def2-TZVPD basis.

Properties
- total charge = +1
- HOMO level (eV) = -14.1712
- 2S+1 = 1
- gap between HOMO and LUMO (eV) = 10.3

The geometry in XYZ format:
```
13
Properties=species:S:1:pos:R:3:lowdin_charge:R:1
N 1.682 1.001 -0.287 0.00
C 0.405 0.417 -0.716 -0.27
C -0.430 0.180 0.543 -0.08
N -1.180 -1.221 0.572 0.18
H 2.322 0.809 -1.080 0.10
H 1.659 2.015 -0.386 0.09
H -0.135 1.081 -1.384 0.12
H 0.585 -0.504 -1.271 0.12
H 0.366 -0.030 1.350 0.15
H -1.234 0.786 0.907 0.12
H -1.976 -1.037 1.158 0.15
H -0.580 -1.968 0.958 0.17
H -1.483 -1.529 -0.364 0.17
```

b | Below is a 2-piece molecular cluster, C2H9N2 overall, with properties calculated with the ωB97M-V functional and the def2-TZVPD basis.

Properties
- total charge = +1
- HOMO level (eV) = -16.4959
- 2S+1 = 1
- gap between HOMO and LUMO (eV) = 12.5

The geometry in XYZ format:
```
13
Properties=species:S:1:pos:R:3:lowdin_charge:R:1
C 2.029 -0.959 -0.747 -0.04
H 2.431 -0.262 -1.473 0.03
H 2.846 -1.579 -0.402 0.03
H 1.221 -1.537 -1.197 0.01
H 1.612 -0.391 0.100 0.01
N -1.000 1.711 0.584 0.21
C -1.575 0.550 0.780 -0.16
N -1.350 -0.515 0.069 0.21
H -0.306 1.908 -0.122 0.15
H -1.249 2.449 1.223 0.14
H -2.220 0.467 1.642 0.17
H -1.895 -1.364 0.087 0.15
H -0.545 -0.478 -0.544 0.10
```

Energies in eV, measured from the most stable structure: a 1.036; b 0.000.